i) Molecular formula: C25H44IN4OSSb2SiTl
Method: DFT, ωB97M-V/def2-TZVPD

XYZ file:
```
80
C25H44IN4OSSb2SiTl (ωB97M-V/def2-TZVPD)
Tl 0.237 -0.671 -0.481
C 0.672 -2.890 3.553
Sb 0.564 -0.736 3.860
C 1.299 -0.778 5.853
C 2.443 -0.429 2.825
C 2.946 0.960 2.672
C 2.291 2.021 3.320
C 2.829 3.278 3.272
C 3.898 3.480 2.410
C 4.597 2.447 1.783
C 4.111 1.141 1.879
C 4.770 0.059 1.066
Sb 3.995 -0.026 -0.983
C 4.921 -1.914 -1.350
C 5.622 1.007 -1.838
H -0.325 -3.361 3.543
H 1.277 -3.358 4.382
H 1.183 -3.151 2.605
H 2.097 -1.551 5.913
H 0.435 -1.051 6.479
H 1.669 0.179 6.181
H 2.300 -0.935 1.885
H 3.192 -0.917 3.449
H 1.414 1.787 3.871
H 2.304 4.108 3.747
H 4.254 4.502 2.274
H 5.407 2.642 1.077
H 4.619 -0.974 1.393
H 5.797 0.352 1.070
H 5.997 -1.776 -1.337
H 4.726 -2.250 -2.389
H 4.550 -2.641 -0.620
H 6.537 0.354 -1.715
H 5.727 1.978 -1.345
H 5.444 1.180 -2.913
I 0.266 6.335 0.902
C 1.137 4.750 -0.004
C 0.958 3.395 0.202
N 1.810 2.826 -0.672
N 2.527 3.682 -1.396
C 2.098 4.886 -1.016
H 0.308 2.836 0.855
H 1.964 1.860 -0.834
H 2.409 5.727 -1.625
C -0.694 -1.672 -3.977
Si 0.471 -0.352 -3.162
C 2.024 -0.346 -4.295
C -0.248 1.334 -3.504
H -0.817 -1.643 -5.073
H -1.667 -1.771 -3.474
H -0.259 -2.674 -3.855
H 1.647 -0.475 -5.283
H 2.722 -1.184 -4.035
H 2.483 0.611 -4.095
H -0.028 1.712 -4.520
H -0.021 2.120 -2.723
H -1.313 1.172 -3.377
C -4.672 -2.485 -2.074
N -5.646 -2.004 -1.135
C -5.704 -2.777 0.114
C -7.003 -2.405 0.823
C -7.226 -0.917 0.865
N -7.281 -0.428 -0.503
C -7.851 0.867 -0.765
C -6.318 -0.869 -1.402
O -6.109 -0.248 -2.438
H -4.958 -3.536 -2.243
H -3.687 -2.493 -1.648
H -4.572 -1.913 -2.972
H -4.852 -2.537 0.797
H -5.699 -3.873 -0.095
H -6.952 -2.810 1.847
H -7.852 -2.826 0.269
H -6.451 -0.346 1.381
H -8.174 -0.612 1.327
H -8.894 0.864 -0.492
H -7.654 1.031 -1.823
H -7.411 1.653 -0.141
S 2.145 -3.821 0.258
C 1.245 -2.710 -0.379
```

Charge = -1
E_HOMO (alpha / beta) = -2.84 / -3.33 eV
Multiplicity = 2

---

ii) Molecular formula: C25H44IN4OSSb2SiTl
Method: DFT, ωB97M-V/def2-TZVPD

XYZ file:
```
80
C25H44IN4OSSb2SiTl (ωB97M-V/def2-TZVPD)
Tl 6.264 12.320 12.878
C 12.382 10.491 13.473
Sb 10.091 10.735 13.824
C 8.385 9.360 14.361
C 10.887 10.184 16.029
C 9.959 9.564 17.019
C 9.766 8.190 16.959
C 8.841 7.511 17.759
C 8.082 8.211 18.694
C 8.273 9.594 18.761
C 9.181 10.287 17.963
C 9.309 11.795 18.095
Sb 8.302 12.793 16.466
C 6.319 12.402 17.266
C 8.645 14.814 17.291
H 12.686 9.455 13.668
H 12.850 11.155 14.208
H 12.714 10.793 12.461
H 8.641 8.295 14.302
H 7.670 9.583 13.571
H 7.910 9.577 15.323
H 11.320 11.140 16.378
H 11.667 9.467 15.781
H 10.336 7.628 16.206
H 8.752 6.435 17.687
H 7.371 7.741 19.332
H 7.676 10.140 19.485
H 10.371 12.113 18.007
H 8.884 12.159 19.039
H 6.158 12.874 18.239
H 6.214 11.331 17.352
H 5.577 12.780 16.570
H 8.262 14.876 18.328
H 8.188 15.605 16.717
H 9.733 14.942 17.324
I 5.778 13.993 6.480
C 6.725 13.259 8.146
C 7.707 12.279 8.218
N 7.970 12.125 9.513
N 7.267 12.979 10.284
C 6.484 13.661 9.460
H 8.191 11.684 7.442
H 8.657 11.539 9.965
H 5.798 14.381 9.871
C 8.292 8.879 11.040
Si 10.024 9.250 11.679
C 10.765 7.569 12.045
C 11.005 9.974 10.228
H 8.275 8.305 10.106
H 7.691 9.779 10.865
H 7.699 8.296 11.753
H 10.707 6.932 11.142
H 10.189 7.077 12.835
H 11.811 7.630 12.363
H 10.896 9.410 9.283
H 12.064 9.988 10.520
H 10.692 11.007 10.001
C 5.354 15.805 16.121
N 6.334 16.416 15.233
C 6.583 17.835 15.359
C 6.998 18.397 14.016
C 8.171 17.592 13.465
N 7.888 16.176 13.516
C 8.779 15.334 12.713
C 7.026 15.595 14.389
O 6.861 14.371 14.403
H 4.573 16.533 16.329
H 5.808 15.460 17.067
H 4.918 14.928 15.630
H 7.380 18.042 16.096
H 5.693 18.314 15.746
H 7.233 19.459 14.084
H 6.153 18.319 13.330
H 9.090 17.814 14.055
H 8.353 17.878 12.440
H 8.458 15.326 11.672
H 8.753 14.305 13.050
H 9.798 15.734 12.761
S 4.365 15.749 12.303
C 4.744 14.204 12.381
```

Charge = -1
E_HOMO (alpha / beta) = -3.11 / -3.11 eV
Multiplicity = 2

---

Relative energies, hartree: i) 0.0060; ii) 0.0000.

---

i) Molecular formula: C3H7BrN
Method: DFT, ωB97M-V/def2-TZVPD

XYZ file:
```
12
C3H7BrN (ωB97M-V/def2-TZVPD)
C 1.352 -0.235 0.034
C 0.207 0.727 -0.333
C 1.229 -0.207 1.551
N -1.116 0.113 -0.411
Br 2.322 0.879 2.483
H 1.263 -1.137 -0.629
H 2.281 0.036 -0.343
H 0.310 1.832 0.037
H 0.202 -0.482 1.855
H -0.960 -0.935 -0.466
H -1.609 0.505 -1.117
H -1.749 0.340 0.330
```

Charge = +1
E_HOMO (alpha / beta) = -12.44 / -13.58 eV

---

ii) Molecular formula: C3H7BrN
Method: DFT, ωB97M-V/def2-TZVPD

XYZ file:
```
12
C3H7BrN (ωB97M-V/def2-TZVPD)
C 0.165 2.272 -0.518
C 0.532 -0.757 1.361
C -0.332 -0.945 -0.856
N -0.299 -0.357 0.391
Br -0.268 2.511 -2.163
H -0.278 3.131 -0.014
H -0.259 -1.206 1.978
H 0.677 0.034 1.938
H 1.431 -1.395 1.244
H -1.259 -1.645 -0.825
H 0.601 -1.414 -1.030
H -0.712 -0.229 -1.506
```

Charge = +1
E_HOMO (alpha / beta) = -13.17 / -13.69 eV

---

Relative energies, hartree: i) 0.0000; ii) 0.1332.

---

i) Molecular formula: C42H37As2IrN2Se
Method: DFT, ωB97M-V/def2-TZVPD

XYZ file:
```
85
C42H37As2IrN2Se (ωB97M-V/def2-TZVPD)
Ir -1.721 -0.680 0.407
C -3.751 3.214 0.320
C -5.087 2.874 0.166
C -5.444 1.536 0.087
C -4.471 0.562 0.158
N -3.174 0.900 0.314
C -2.825 2.200 0.396
C -4.758 -0.888 0.020
C -6.032 -1.414 0.005
C -6.200 -2.781 -0.180
C -5.090 -3.587 -0.353
C -3.840 -3.003 -0.310
N -3.680 -1.684 -0.117
H -3.430 4.245 0.384
H -5.847 3.643 0.101
H -6.482 1.262 -0.041
H -1.776 2.414 0.541
H -6.896 -0.780 0.145
H -7.196 -3.205 -0.191
H -5.183 -4.654 -0.515
H -2.948 -3.595 -0.435
C 1.574 -2.398 0.694
C 1.914 -1.104 1.449
As 1.872 0.588 0.426
C 3.623 0.715 -0.355
C 4.122 1.966 -0.721
C 5.397 2.075 -1.255
C 6.167 0.935 -1.449
C 5.668 -0.312 -1.102
C 4.393 -0.427 -0.563
C 1.915 1.816 1.924
C 3.092 2.384 2.402
C 3.055 3.202 3.529
C 1.854 3.454 4.177
C 0.676 2.884 3.708
C 0.713 2.070 2.585
As -0.208 -2.537 -0.132
C 0.098 -2.615 -2.029
C 1.096 -1.831 -2.606
C 1.331 -1.910 -3.972
C 0.566 -2.763 -4.759
C -0.443 -3.526 -4.186
C -0.685 -3.449 -2.822
C -0.743 -4.293 0.416
C -1.505 -4.430 1.575
C -1.730 -5.693 2.101
C -1.199 -6.809 1.466
C -0.439 -6.667 0.311
C -0.198 -5.406 -0.219
H 1.600 -3.237 1.382
H 2.277 -2.608 -0.105
H 2.925 -1.155 1.853
H 1.238 -0.939 2.284
H 3.527 2.859 -0.571
H 5.790 3.048 -1.522
H 7.157 1.019 -1.881
H 6.273 -1.199 -1.248
H 4.022 -1.408 -0.299
H 4.036 2.185 1.913
H 3.973 3.635 3.907
H 1.834 4.085 5.058
H -0.259 3.076 4.220
H -0.197 1.619 2.224
H 1.708 -1.175 -2.006
H 2.117 -1.313 -4.420
H 0.760 -2.837 -5.822
H -1.039 -4.188 -4.802
H -1.469 -4.051 -2.382
H -1.922 -3.560 2.069
H -2.311 -5.807 3.007
H -1.378 -7.796 1.874
H -0.024 -7.539 -0.179
H 0.412 -5.301 -1.106
Se 0.781 2.869 -1.436
C 0.946 4.586 -0.806
C 0.597 5.638 -1.690
C 0.724 6.937 -1.260
C 1.196 7.203 0.030
C 1.541 6.163 0.904
C 1.418 4.856 0.501
H 0.247 5.420 -2.692
H 0.464 7.752 -1.924
H 1.298 8.231 0.360
H 1.909 6.391 1.897
H 1.681 4.046 1.170
```

Charge = +3
E_HOMO (alpha / beta) = -15.56 / -15.71 eV
Multiplicity = 6

---

ii) Molecular formula: C42H37As2IrN2Se
Method: DFT, ωB97M-V/def2-TZVPD

XYZ file:
```
85
C42H37As2IrN2Se (ωB97M-V/def2-TZVPD)
Ir -0.295 0.030 -0.125
C -2.850 -3.501 -0.619
C -4.106 -3.009 -0.311
C -4.278 -1.645 -0.117
C -3.187 -0.808 -0.226
N -1.960 -1.301 -0.476
C -1.793 -2.614 -0.684
C -3.255 0.670 -0.098
C -4.441 1.381 -0.074
C -4.401 2.761 0.052
C -3.175 3.398 0.157
C -2.026 2.634 0.114
N -2.067 1.299 -0.023
H -2.679 -4.553 -0.795
H -4.953 -3.678 -0.224
H -5.253 -1.249 0.132
H -0.786 -2.951 -0.891
H -5.390 0.871 -0.161
H -5.321 3.330 0.072
H -3.101 4.471 0.271
H -1.047 3.083 0.211
C 2.696 -0.524 1.798
C 1.745 -0.017 2.867
As -0.136 -0.274 2.425
C -0.449 -2.179 2.523
C -1.517 -2.680 3.262
C -1.764 -4.048 3.282
C -0.952 -4.920 2.569
C 0.101 -4.424 1.812
C 0.344 -3.056 1.778
C -1.057 0.494 3.902
C -0.805 -0.009 5.177
C -1.436 0.575 6.265
C -2.306 1.644 6.079
C -2.552 2.138 4.807
C -1.926 1.563 3.709
As 2.189 0.123 0.036
C 2.441 2.030 0.177
C 3.476 2.566 0.939
C 3.619 3.944 1.037
C 2.742 4.790 0.371
C 1.721 4.261 -0.406
C 1.573 2.882 -0.499
C 3.478 -0.544 -1.188
C 4.829 -0.393 -0.896
C 5.771 -0.847 -1.809
C 5.367 -1.451 -2.993
C 4.017 -1.613 -3.272
C 3.068 -1.158 -2.367
H 2.735 -1.609 1.764
H 3.714 -0.178 1.976
H 1.857 1.057 3.016
H 1.922 -0.504 3.825
H -2.149 -2.015 3.836
H -2.585 -4.436 3.873
H -1.133 -5.987 2.612
H 0.740 -5.102 1.259
H 1.164 -2.692 1.173
H -0.137 -0.848 5.331
H -1.249 0.195 7.261
H -2.794 2.093 6.934
H -3.229 2.972 4.670
H -2.114 1.952 2.715
H 4.178 1.927 1.462
H 4.422 4.358 1.633
H 2.866 5.862 0.445
H 1.060 4.922 -0.952
H 0.808 2.475 -1.155
H 5.164 0.074 0.021
H 6.825 -0.731 -1.592
H 6.109 -1.808 -3.694
H 3.709 -2.113 -4.182
H 2.014 -1.321 -2.563
Se -0.232 0.174 -3.293
C -0.189 0.260 -5.120
C 1.074 0.365 -5.777
C 1.097 0.437 -7.143
C -0.111 0.404 -7.865
C -1.357 0.298 -7.219
C -1.412 0.227 -5.855
H 1.994 0.397 -5.206
H 2.038 0.522 -7.669
H -0.080 0.462 -8.946
H -2.267 0.275 -7.804
H -2.363 0.147 -5.344
```

Charge = +3
E_HOMO (alpha / beta) = -14.92 / -16.06 eV
Multiplicity = 6

---

Relative energies, hartree: i) 0.0375; ii) 0.0000.

---

i) Molecular formula: C3H6BrNO2
Method: DFT, ωB97M-V/def2-TZVPD

XYZ file:
```
13
C3H6BrNO2 (ωB97M-V/def2-TZVPD)
C -1.043 0.995 0.468
C -0.276 -1.392 -0.096
C -0.388 0.066 -0.450
N 1.838 0.551 -0.175
O 2.538 0.321 -1.076
O 2.008 0.745 1.005
Br -0.321 0.523 -2.284
H -0.643 2.068 0.651
H -0.725 0.667 1.500
H -2.051 0.956 0.293
H 0.620 -1.592 0.478
H -0.407 -2.197 -0.832
H -1.150 -1.714 0.519
```

E_HOMO (alpha / beta) = -8.92 / -8.30 eV

---

ii) Molecular formula: C3H6BrNO2
Method: DFT, ωB97M-V/def2-TZVPD

XYZ file:
```
13
C3H6BrNO2 (ωB97M-V/def2-TZVPD)
C -1.577 -0.311 0.168
C -0.152 -0.826 0.295
C 0.636 0.066 -0.567
N 0.924 1.384 -0.162
O 1.288 2.112 -1.058
O 0.799 1.791 0.967
Br 2.864 -1.003 0.366
H -1.683 -0.047 -0.949
H -1.437 0.617 0.811
H -2.377 -0.961 0.488
H -0.054 -1.916 0.026
H 0.165 -0.658 1.265
H 0.605 -0.249 -1.650
```

E_HOMO (alpha / beta) = -10.38 / -10.27 eV

---

Relative energies, hartree: i) 0.0000; ii) 0.0053.

---

i) Molecular formula: C2H3NS3
Method: DFT, ωB97M-V/def2-TZVPD

XYZ file:
```
9
C2H3NS3 (ωB97M-V/def2-TZVPD)
C 0.792 -0.171 0.285
C 0.335 1.206 0.569
H -1.935 -0.240 -0.863
H 0.307 -1.843 -0.876
H 0.837 2.019 1.318
N -0.040 -1.043 -0.147
S -1.721 -1.316 0.131
S 2.394 -0.338 -0.147
S -0.969 1.726 -0.269
```

E_HOMO = -8.82 eV
SMILES string = S=CC(=S)NS

---

ii) Molecular formula: C2H3NS3
Method: DFT, ωB97M-V/def2-TZVPD

XYZ file:
```
9
C2H3NS3 (ωB97M-V/def2-TZVPD)
C 1.595 -0.666 0.399
C -0.655 0.301 -0.618
N 1.746 0.599 0.443
S 0.147 -1.326 -0.132
S 0.795 1.595 -0.420
S -2.017 0.659 0.506
H 2.027 -1.244 1.230
H -0.928 0.388 -1.652
H -2.710 -0.305 0.244
```

E_HOMO = -8.48 eV
SMILES string = S[C@@H]1SC=NS1

---

iii) Molecular formula: C2H3NS3
Method: DFT, ωB97M-V/def2-TZVPD

XYZ file:
```
9
C2H3NS3 (ωB97M-V/def2-TZVPD)
C -0.733 0.235 0.212
C 0.391 -0.612 0.641
H -1.633 2.054 -2.578
H -1.400 0.643 1.025
H 0.817 -0.839 -1.654
N -0.659 0.656 -1.011
S -1.672 2.068 -1.258
S 1.430 -1.404 -0.599
S 0.798 -0.925 2.179
```

E_HOMO = -9.11 eV
SMILES string = S=C(S)/C=N/S

---

Relative energies, hartree: i) 0.0491; ii) 0.0053; iii) 0.0000.

---

i) Molecular formula: C8H11NO
Method: DFT, ωB97M-V/def2-TZVPD

XYZ file:
```
21
C8H11NO (ωB97M-V/def2-TZVPD)
C 0.468 2.036 -0.069
C -0.408 2.690 0.841
C 0.115 2.720 2.180
C 1.336 2.092 2.493
C 2.115 1.459 1.529
C 1.685 1.251 0.275
C -1.101 -2.511 -1.593
C -1.671 -3.712 -2.377
H 0.275 1.952 -1.078
H -1.322 3.174 0.598
H -0.680 2.879 2.980
H 1.577 2.098 3.471
H 3.084 0.929 1.696
H 2.141 0.640 -0.523
H -1.155 -1.542 0.142
H -1.787 -3.261 -0.011
H -2.466 -3.350 -3.029
H -2.365 -4.315 -1.591
H -1.028 -4.446 -2.928
N -1.166 -2.566 -0.254
O -0.418 -1.617 -2.202
```

E_HOMO = -8.95 eV
SMILES string = c1ccccc1.CC(N)=O

---

ii) Molecular formula: C8H11NO
Method: DFT, ωB97M-V/def2-TZVPD

XYZ file:
```
21
C8H11NO (ωB97M-V/def2-TZVPD)
N -2.794 1.088 -0.972
C -1.875 0.120 -0.826
C -0.421 0.505 -0.835
C 0.266 0.926 0.495
C -0.053 -0.272 1.404
C 0.729 -1.289 0.556
C 2.171 -0.749 0.701
C 1.626 0.414 -0.131
C 0.661 -0.570 -0.853
H -0.237 1.251 -1.625
H 0.154 1.939 0.897
H 0.354 -0.174 2.419
H -1.129 -0.481 1.488
H 0.492 -2.353 0.671
H 2.557 -0.571 1.716
H 2.899 -1.330 0.117
H 2.245 1.144 -0.665
H 0.940 -1.145 -1.742
O -2.283 -1.044 -0.967
H -2.608 1.987 -0.547
H -3.694 0.605 -1.303
```

E_HOMO = -9.52 eV

---

Relative energies, hartree: i) 0.0044; ii) 0.0000.

---

i) Molecular formula: C2H2F2N2
Method: DFT, ωB97M-V/def2-TZVPD

XYZ file:
```
8
C2H2F2N2 (ωB97M-V/def2-TZVPD)
C 0.294 0.189 -0.681
C -0.372 0.213 0.629
N 1.514 0.460 -0.908
N -1.037 0.696 1.498
F -0.642 -0.225 -1.571
F 0.028 -1.969 0.692
H 1.857 0.418 -1.837
H -1.643 0.217 2.178
```

E_HOMO (alpha / beta) = -10.55 / -10.55 eV

---

ii) Molecular formula: C2H2F2N2
Method: DFT, ωB97M-V/def2-TZVPD

XYZ file:
```
8
C2H2F2N2 (ωB97M-V/def2-TZVPD)
C -0.645 -0.075 0.779
C -0.546 0.419 -0.596
N -0.423 -1.247 1.090
N 0.305 1.091 -1.131
F -0.948 0.923 1.653
F -1.821 -0.059 -1.476
H -0.472 -1.488 2.074
H 0.235 1.347 -2.107
```

E_HOMO = -11.75 eV
SMILES string = [H]/N=C(F)/C(F)=N/[H]

---

iii) Molecular formula: C2H2F2N2
Method: DFT, ωB97M-V/def2-TZVPD

XYZ file:
```
8
C2H2F2N2 (ωB97M-V/def2-TZVPD)
C -1.530 -0.082 -0.600
C 1.152 0.020 0.169
N 0.084 0.600 0.474
N 2.040 -0.681 -0.130
F -1.922 -1.098 0.179
F -2.432 0.941 -0.374
H 0.028 1.196 1.214
H 2.580 -0.896 -0.932
```

E_HOMO = -9.13 eV

---

Relative energies, hartree: i) 0.0815; ii) 0.0000; iii) 0.0754.